[1]
A structure of composition C2H4FN in a non-equilibrium geometry, computed with ωB97M-V/def2-TZVPD.

Lowest unoccupied orbital energy (eV): 0.2
E_HOMO (hartree): -0.35060
Net charge: 0
Kohn-Sham gap (Eh): 0.3591
Multiplicity: 1

Cartesian coordinates (Å):
1 C 0.198830 0.650066 0.232106
2 C 0.659552 -0.670800 -0.153289
3 N -0.998492 0.331104 -0.517577
4 F -1.944011 -0.391404 0.295096
5 H -0.131598 0.855471 1.195667
6 H 0.805259 1.448985 -0.180572
7 H 1.019648 -0.538642 -1.112723
8 H 0.390814 -1.684779 0.241295

Cartesian forces (eV/Å) of the 6 atoms listed first:
C -0.791 0.349 1.233
C -3.312 -0.128 -0.037
N 1.732 -2.219 -1.281
F 1.034 0.905 0.220
H 0.195 0.303 2.152
H -0.441 0.196 -0.238

=====

[2]
A cluster of 2 separate species, C2H4FN in total in a non-equilibrium geometry, computed with ωB97M-V/def2-TZVPD.

Lowest unoccupied orbital energy (eV): 0.2
E_HOMO (hartree): -0.39728
Net charge: 0
Kohn-Sham gap (Eh): 0.4049
Multiplicity: 1

Cartesian coordinates (Å):
1 C -0.445278 0.139065 -0.125175
2 C 0.920887 -0.189324 -0.143738
3 N -1.003646 1.117452 0.408353
4 F -1.238896 -0.870853 -0.742075
5 H 0.898252 -0.996346 1.221703
6 H 1.609661 0.613574 -0.191392
7 H 1.234534 -0.880961 -0.815271
8 H -1.975511 1.067395 0.387592

Cartesian forces (eV/Å) of the 6 atoms listed first:
C -3.438 -0.008 -0.552
C 0.878 -1.769 5.099
N 2.321 -0.006 -0.044
F 0.870 0.869 0.631
H 0.636 2.383 -3.828
H 0.411 0.910 0.859

=====

[3]
A cluster of 2 separate species, C2H4FNO3 in total in a non-equilibrium geometry, computed with ωB97M-V/def2-TZVPD.

Lowest unoccupied orbital energy (spin up / spin down) (eV): -1.9 / -0.6
E_HOMO (spin up / spin down) (hartree): -0.34374 / -0.34686
Net charge: 0
Kohn-Sham gap (spin up / spin down) (Eh): 0.2724 / 0.3234
Multiplicity: 1

Cartesian coordinates (Å):
1 C 1.869601 0.152606 -0.443670
2 C -0.877155 -0.692170 -0.028259
3 N -1.044760 0.662704 -0.126945
4 O -0.868297 1.286117 -1.132184
5 O -1.259074 1.204959 1.029078
6 O -1.077827 -1.291769 1.144323
7 F -1.017269 -1.458166 -1.109496
8 H 1.249324 0.865738 -1.004423
9 H 1.687918 0.322719 0.579199
10 H 2.471559 -0.631961 -0.709259
11 H -1.134022 -0.420781 1.801639

Cartesian forces (eV/Å) of the 6 atoms listed first:
C -2.524 2.219 0.474
C -0.445 -2.659 0.288
N -0.238 0.868 2.969
O -0.224 0.549 -1.716
O 0.267 -0.692 -0.955
O 0.261 2.994 0.056

=====

[4]
The molecule C2H4FNO3S in a non-equilibrium geometry, computed with ωB97M-V/def2-TZVPD.

SMILES: O=S(=O)(NF)[C@H]1CO1
Lowest unoccupied orbital energy (eV): 0.8
E_HOMO (hartree): -0.38625
Net charge: 0
Kohn-Sham gap (Eh): 0.4138
Multiplicity: 1

Cartesian coordinates (Å):
1 O 1.525910 -1.317749 -1.046295
2 S 0.776054 -0.691133 -0.019007
3 O 0.312028 -1.500676 0.997990
4 N 1.739846 0.594479 0.682581
5 F 1.931276 1.408321 -0.390716
6 C -0.676462 0.365299 -0.615460
7 C -1.940078 -0.126933 0.077318
8 O -1.216961 0.949839 0.558855
9 H 2.697360 0.399419 1.081569
10 H -0.450804 0.835645 -1.551192
11 H -2.949446 0.121496 -0.420468
12 H -1.748727 -1.038006 0.644820

Cartesian forces (eV/Å) of the 6 atoms listed first:
O 0.156 0.176 -1.297
S 1.256 2.526 -2.045
O -1.196 -1.879 3.474
N -0.470 -1.051 1.565
F 0.647 1.266 -1.322
C 0.492 -1.920 2.476

=====

[5]
The molecule C2H4FNOS in a non-equilibrium geometry, computed with ωB97M-V/def2-TZVPD.

SMILES: ONC(=S)CF
Lowest unoccupied orbital energy (eV): 0.2
E_HOMO (hartree): -0.34114
Net charge: 0
Kohn-Sham gap (Eh): 0.3479
Multiplicity: 1

Cartesian coordinates (Å):
1 O 1.617272 1.600221 0.158743
2 N 0.371210 0.939242 0.033140
3 C 0.369028 -0.397654 -0.093569
4 S 1.856032 -1.071204 0.044042
5 C -1.185726 -0.893849 0.124650
6 F -2.194936 0.196482 0.017327
7 H 2.257956 0.891373 -0.352838
8 H -0.290539 1.625703 -0.414921
9 H -1.330620 -1.226293 1.248203
10 H -1.469676 -1.664024 -0.764776

Cartesian forces (eV/Å) of the 6 atoms listed first:
O 0.201 -2.001 -1.890
N 0.385 2.343 -0.922
C -2.342 1.781 1.683
S -0.265 -1.902 -0.437
C -0.552 -0.679 -0.827
F 2.376 -1.600 -0.151

=====

[6]
A structure of composition C2H4FNS2 in a non-equilibrium geometry, computed with ωB97M-V/def2-TZVPD.

Lowest unoccupied orbital energy (eV): 0.2
E_HOMO (hartree): -0.33259
Net charge: 0
Kohn-Sham gap (Eh): 0.3409
Multiplicity: 1

Cartesian coordinates (Å):
1 C 0.271709 0.160473 -0.159814
2 C -0.846065 -0.186742 -1.157007
3 H 2.009304 -0.309511 1.293752
4 H -0.948902 0.598826 1.307340
5 H -0.533025 0.062644 -2.271053
6 H -0.569826 -1.458701 -0.810176
7 N -0.079074 0.580835 1.046321
8 F -2.111200 0.512170 -0.845434
9 S 1.165777 0.438460 2.259998
10 S 1.641302 -0.398454 -0.663926

Cartesian forces (eV/Å) of the 6 atoms listed first:
C -4.286 1.021 -0.501
C 0.782 -1.032 0.351
H -1.061 0.853 1.062
H -6.098 0.252 1.673
H -0.942 -0.747 2.529
H -2.592 3.267 -1.781

=====

[7]
A cluster of 2 separate species, C2H4FPS in total in a non-equilibrium geometry, computed with ωB97M-V/def2-TZVPD.

Lowest unoccupied orbital energy (spin up / spin down) (eV): -2.5 / -0.3
E_HOMO (spin up / spin down) (hartree): -0.33227 / -0.33939
Net charge: 0
Kohn-Sham gap (spin up / spin down) (Eh): 0.2406 / 0.3298
Multiplicity: 1

Cartesian coordinates (Å):
1 C -1.742681 -0.084744 0.044978
2 C 1.846392 0.264834 0.440675
3 F -2.340502 -0.427878 1.201170
4 P -0.979650 -1.426369 -0.777702
5 S -1.801862 1.508741 -0.405389
6 H 2.322323 0.081119 -0.498481
7 H 1.838047 -0.503429 1.183904
8 H 1.428461 1.216599 0.660884
9 H -0.570525 -0.628875 -1.850036

Cartesian forces (eV/Å) of the 6 atoms listed first:
C -0.335 1.711 -0.046
C -0.107 -0.472 -0.098
F 0.038 -0.214 0.031
P 0.360 -0.474 0.103
S -0.013 -0.966 0.209
H 0.177 -0.001 -0.305

=====

[8]
The molecule C2H4FPS in a non-equilibrium geometry, computed with ωB97M-V/def2-TZVPD.

Lowest unoccupied orbital energy (spin up / spin down) (eV): -0.3 / -0.9
E_HOMO (spin up / spin down) (hartree): -0.28855 / -0.28113
Net charge: 0
Kohn-Sham gap (spin up / spin down) (Eh): 0.2758 / 0.2494
Multiplicity: 1

Cartesian coordinates (Å):
1 C 0.426333 0.955338 -0.285875
2 C 0.900201 -0.293138 0.205463
3 F -1.523992 -1.302238 -0.680535
4 P -2.240261 -0.300407 0.400207
5 S -1.145644 1.435135 0.036454
6 H 0.963454 1.639535 -0.951965
7 H 0.597280 -1.137329 -0.346629
8 H 0.144053 -0.603750 1.029223
9 H 1.878576 -0.393145 0.593658

Cartesian forces (eV/Å) of the 6 atoms listed first:
C -0.514 1.577 -0.558
C -1.969 -1.459 2.222
F -0.293 0.133 0.215
P 0.419 0.120 -0.178
S -0.366 0.079 -0.439
H 0.067 -0.268 0.529

=====

[9]
A structure of composition C2H4I2 in a non-equilibrium geometry, computed with ωB97M-V/def2-TZVPD.

Lowest unoccupied orbital energy (eV): -0.1
E_HOMO (hartree): -0.34389
Net charge: 0
Kohn-Sham gap (Eh): 0.3403
Multiplicity: 1

Cartesian coordinates (Å):
1 C -0.624658 0.048382 0.691565
2 C 0.271784 -0.012764 -0.534309
3 I 0.487755 -1.901511 -1.396302
4 I 2.148253 1.039544 -0.178818
5 H 0.041654 -0.484058 1.487972
6 H -0.749802 1.064534 0.888107
7 H -1.542697 -0.523193 0.553469
8 H -0.032290 0.769067 -1.511685

Cartesian forces (eV/Å) of the 6 atoms listed first:
C 2.445 -2.775 0.225
C -0.571 3.379 -3.432
I 0.123 -0.434 -0.019
I -0.071 -0.416 0.245
H -1.576 1.084 -0.882
H -0.548 1.526 0.831

=====

[10]
A structure of composition C2H4I2O in a non-equilibrium geometry, computed with ωB97M-V/def2-TZVPD.

Lowest unoccupied orbital energy (spin up / spin down) (eV): -1.5 / -1.5
E_HOMO (spin up / spin down) (hartree): -0.27018 / -0.27022
Net charge: 0
Kohn-Sham gap (spin up / spin down) (Eh): 0.2139 / 0.2139
Multiplicity: 1

Cartesian coordinates (Å):
1 C 1.065799 0.104176 -1.347011
2 C -0.823275 -0.291861 0.853892
3 O -0.161871 0.564653 1.644317
4 I -0.649783 -2.291595 1.535299
5 I -2.816424 0.373802 0.306582
6 H 1.721758 -0.740875 -1.007983
7 H 0.364984 -0.225930 -2.007269
8 H 1.381495 1.061043 -1.283512
9 H -0.082682 1.446586 1.305686

Cartesian forces (eV/Å) of the 6 atoms listed first:
C 0.075 -4.295 3.059
C 1.453 0.939 -1.706
O -0.132 -1.293 1.337
I -0.099 0.545 -0.163
I 0.462 -0.285 0.058
H -0.516 1.231 -0.180

=====

In g mol⁻¹, the M values for the records above are, in order, 61.06 61.06 109.06 141.12 109.12 125.19 110.09 110.09 281.86 297.86.
In eV, the energy above the lowest of the compared OMol25 structures with the same formula, charge and spin values for the records above are, in order, 4.547 1.845 4.492 4.185 2.791 2.374 2.734 0.279 0.851 4.666.